1.
DFT (the ωB97M-V functional and the def2-TZVPD basis) results for a 7-piece molecular cluster, C27H71ClN5O13 overall.

Atoms and positions in Å:
1 Cl -24.563 11.998 11.848
2 O -25.237 12.858 12.800
3 O -23.148 11.998 12.137
4 O -25.087 10.647 11.929
5 O -24.846 12.475 10.511
6 C -26.829 7.582 11.121
7 O -27.912 7.387 12.017
8 C -27.795 6.203 12.773
9 C -28.542 6.363 14.069
10 N -27.805 7.318 14.927
11 C -28.650 8.213 15.692
12 C -29.151 7.619 17.009
13 O -30.297 8.277 17.500
14 C -30.033 9.577 17.980
15 H -25.973 7.982 11.662
16 H -27.186 8.187 10.289
17 H -26.542 6.668 10.576
18 H -26.721 6.058 12.996
19 H -28.037 5.269 12.244
20 H -28.656 5.363 14.497
21 H -29.541 6.767 13.854
22 H -27.320 7.872 14.227
23 H -29.402 8.831 15.180
24 H -27.896 8.967 15.970
25 H -28.361 7.641 17.771
26 H -29.362 6.557 16.849
27 H -29.309 10.198 17.452
28 H -29.609 9.503 19.000
29 H -30.981 10.097 18.103
30 C -21.404 14.181 17.812
31 O -21.305 12.869 17.335
32 C -22.501 12.382 16.763
33 C -22.210 11.152 15.924
34 N -23.435 10.663 15.321
35 C -23.397 9.250 14.951
36 C -22.542 8.809 13.789
37 O -21.147 8.797 14.045
38 C -20.730 7.808 14.944
39 H -22.110 14.288 18.652
40 H -21.821 14.850 17.047
41 H -20.412 14.504 18.116
42 H -23.007 13.165 16.179
43 H -23.210 12.086 17.550
44 H -21.843 10.408 16.644
45 H -21.385 11.241 15.206
46 H -23.712 11.190 14.498
47 H -24.431 8.947 14.733
48 H -23.219 8.683 15.872
49 H -22.736 9.375 12.878
50 H -22.879 7.784 13.551
51 H -20.499 8.224 15.925
52 H -19.826 7.321 14.546
53 H -21.407 6.943 14.972
54 C -29.059 16.080 11.957
55 O -28.291 15.878 10.807
56 C -28.222 14.506 10.413
57 C -27.329 14.444 9.184
58 N -27.792 15.264 8.062
59 C -28.993 14.729 7.451
60 C -29.603 15.639 6.413
61 O -29.714 16.945 6.926
62 C -30.667 17.725 6.239
63 H -30.017 15.548 11.874
64 H -29.272 17.149 12.019
65 H -28.572 15.789 12.896
66 H -29.218 14.071 10.304
67 H -27.653 14.019 11.219
68 H -27.330 13.419 8.807
69 H -26.329 14.734 9.492
70 H -28.065 16.182 8.403
71 H -29.801 14.521 8.176
72 H -28.782 13.748 7.011
73 H -30.610 15.230 6.223
74 H -29.095 15.635 5.439
75 H -31.684 17.485 6.553
76 H -30.538 17.588 5.156
77 H -30.395 18.764 6.421
78 C -21.294 14.489 13.805
79 C -20.753 14.822 12.426
80 C -19.424 15.553 12.490
81 O -18.765 15.535 11.228
82 C -18.601 16.790 10.647
83 N -20.581 13.575 11.645
84 H -22.049 13.704 13.766
85 H -21.681 15.402 14.260
86 H -20.524 14.062 14.457
87 H -21.472 15.475 11.914
88 H -18.760 15.103 13.238
89 H -19.528 16.599 12.809
90 H -17.905 16.714 9.810
91 H -18.138 17.501 11.350
92 H -19.541 17.226 10.283
93 H -20.833 13.844 10.702
94 H -21.292 12.912 11.944
95 C -26.746 11.219 17.566
96 C -27.159 11.633 16.184
97 C -27.199 13.120 15.918
98 O -25.884 13.682 15.941
99 C -25.719 14.808 15.121
100 N -26.359 10.847 15.247
101 H -26.612 10.143 17.676
102 H -27.424 11.564 18.356
103 H -25.786 11.657 17.862
104 H -28.165 11.239 15.972
105 H -27.756 13.669 16.692
106 H -27.651 13.296 14.937
107 H -24.740 14.766 14.635
108 H -25.766 15.746 15.689
109 H -26.430 14.837 14.289
110 H -25.360 11.049 15.333
111 H -26.482 11.087 14.263
112 C -24.594 9.287 7.502
113 O -24.381 9.082 8.890
114 H -23.788 8.817 6.929
115 H -25.503 8.802 7.113
116 H -24.702 10.337 7.225
117 H -24.400 9.975 9.252

Atomic forces in eV per Å
-1.171 -0.074 -0.499
0.128 -0.213 0.097
0.001 -0.120 -0.090
0.310 0.070 0.494
0.578 0.156 0.000
-0.311 -0.475 -0.629
-0.330 -0.435 -0.341
1.223 -0.142 0.131
-0.188 0.119 0.050
-0.900 -0.876 -0.991
1.945 1.459 1.050
0.210 -0.386 -0.386
-0.199 0.122 -0.441
0.167 -0.119 1.480
0.115 0.260 -0.304
0.187 0.693 0.442
0.037 -0.249 0.556
-0.122 0.054 0.274
-0.565 0.350 -0.304
0.014 0.164 0.343
-0.064 -0.204 -0.080
0.261 0.386 0.482
-0.430 -0.762 -0.321
-0.353 0.173 0.046
0.106 0.092 -0.106
-0.488 0.114 0.138
-0.206 -0.263 -0.640
-0.029 -0.046 -0.101
-0.046 0.029 -0.308
-0.698 0.218 -0.044
0.233 -0.082 -0.088
-0.267 0.185 -0.169
0.340 -0.311 0.231
0.217 -0.499 -0.124
-1.149 0.162 0.544
-0.172 -0.822 0.058
-0.050 0.207 -0.315
0.582 -0.802 -0.588
0.222 -0.283 0.134
0.339 0.016 -0.150
0.020 0.066 0.003
0.133 -0.014 -0.100
0.003 0.064 -0.013
-0.184 -0.174 -0.160
-0.064 0.564 0.043
0.462 0.275 -0.018
0.059 0.220 -0.288
0.524 -0.047 -0.142
0.187 0.400 0.202
0.183 -0.010 0.009
-0.243 -0.160 0.176
0.157 0.533 0.094
-0.413 0.407 0.425
-0.448 0.291 -0.006
-0.234 -0.004 -0.371
1.315 0.445 0.877
-0.841 -0.024 -0.462
-0.290 0.307 -0.107
-0.118 -0.442 0.302
-0.589 -0.447 -0.273
-0.042 0.088 0.173
0.957 0.090 -0.368
0.026 0.014 0.130
0.006 -0.028 0.014
0.172 -0.225 -0.171
-0.056 0.037 -0.058
-0.411 -0.561 -0.105
0.383 -0.107 0.277
0.103 -0.046 -0.165
0.372 0.043 0.097
0.132 0.156 0.126
0.108 0.135 -0.190
0.032 0.104 -0.091
0.306 0.129 0.191
-0.093 0.079 -0.059
-0.317 -0.126 0.019
-0.378 0.042 0.265
0.353 0.080 0.340
-0.162 -0.720 -0.246
0.440 0.340 0.137
0.020 -0.194 0.036
0.293 0.590 0.048
-0.152 0.572 0.214
-0.368 0.322 -0.198
-0.149 -0.180 0.243
0.167 0.218 -0.066
-0.040 0.046 0.088
-0.055 -0.321 -0.202
-0.329 -0.069 0.021
-0.131 -0.236 -0.072
-0.147 -0.006 -0.011
-0.017 -0.047 0.046
0.270 -0.494 -0.200
0.061 0.139 -0.182
0.479 0.497 1.369
-0.234 -1.148 -1.048
0.655 0.837 0.364
-0.162 -0.543 -0.203
0.440 0.307 -0.381
0.856 0.148 -0.808
-0.226 -0.065 -0.261
-0.230 -0.058 -0.227
0.073 0.026 -0.371
-0.247 0.461 0.391
-0.438 -0.281 -0.123
-0.034 -0.011 0.006
0.028 -0.119 0.189
-0.219 -0.073 0.053
-0.139 -0.025 0.148
-0.297 -0.115 0.808
-0.688 0.138 0.152
-0.156 -0.618 -0.639
-0.295 0.563 -0.557
0.176 0.298 0.058
-0.088 -0.058 0.512
0.296 0.064 0.124
-0.002 -0.204 0.643

Net charge = -1
Frontier orbital gap = 8.5 eV
E_tot = -75729.9030 eV


2.
DFT (the ωB97M-V functional and the def2-TZVPD basis) results for a 12-piece molecular cluster, C3H30N2O12S2 overall.

Atoms and positions in Å:
1 S 4.594 0.412 -0.430
2 S 3.557 -1.566 -0.317
3 C 1.758 -1.276 -0.353
4 C 1.234 -0.970 1.050
5 C -0.328 -0.913 0.849
6 N -0.902 -1.913 0.132
7 O -1.155 -0.124 1.324
8 N 1.644 0.325 1.603
9 H 4.732 0.965 0.842
10 H 1.451 -2.328 -0.705
11 H 1.504 -0.628 -1.194
12 H 1.273 -1.844 1.726
13 H -0.544 -2.765 -0.212
14 H -1.872 -1.769 -0.087
15 H 2.657 0.356 1.722
16 H 1.396 1.142 0.976
17 H -2.354 3.985 0.040
18 H -1.988 2.690 -0.822
19 O -1.672 3.573 -0.525
20 H -3.168 -1.718 2.459
21 H -2.808 -1.140 4.081
22 O -3.208 -1.675 3.394
23 H -0.385 1.585 1.983
24 H -0.867 2.789 1.315
25 O -0.282 2.546 2.020
26 H -1.013 4.112 -3.030
27 H -0.144 4.343 -1.926
28 O -0.101 3.847 -2.740
29 H 3.063 0.830 3.117
30 H 1.692 0.407 3.594
31 O 2.647 0.681 3.947
32 H -3.075 -1.052 -3.589
33 H -3.353 -1.823 -2.237
34 O -2.992 -1.050 -2.636
35 H -0.811 0.515 -3.762
36 H 0.446 1.017 -3.373
37 O 0.118 0.324 -3.972
38 H 1.232 -2.866 -2.571
39 H -0.177 -3.398 -3.021
40 O 0.368 -3.158 -2.254
41 H -2.257 0.551 0.181
42 H -3.436 1.447 0.665
43 O -2.927 1.275 -0.128
44 H -0.960 -5.199 0.781
45 H 0.028 -4.897 -0.441
46 O -0.859 -4.956 -0.125
47 H 2.470 3.467 0.198
48 H 2.782 2.992 1.692
49 O 2.992 2.849 0.761

Atomic forces in eV per Å
1.328 2.451 0.481
-0.696 -2.293 0.171
1.149 -2.977 -0.392
-2.786 1.284 -1.466
-0.677 -1.517 -0.049
-0.240 0.731 0.335
0.883 1.221 0.283
-0.672 -0.024 -0.808
-0.079 -0.390 -0.842
0.051 1.921 1.062
-0.311 0.580 0.538
0.988 0.527 -0.080
0.957 -0.500 -0.462
-0.126 0.034 0.192
-0.455 -0.401 -1.044
0.541 -1.511 0.780
0.347 -0.723 -0.574
-0.272 0.572 0.743
-0.132 0.718 0.135
1.255 1.299 -0.696
0.621 0.521 -1.590
-1.819 -1.796 2.291
0.195 -0.304 0.348
-0.438 0.698 -0.863
0.194 -0.178 0.511
1.162 -0.761 -0.157
0.513 -0.098 1.001
-1.563 0.639 -1.057
0.759 0.335 -0.375
2.976 1.006 0.861
-3.078 -0.906 0.920
-0.237 -0.525 -0.050
-0.485 -0.928 -0.152
0.697 1.404 0.123
-0.096 -0.708 -0.459
0.877 -0.248 -0.318
-0.757 0.996 0.834
-0.131 0.022 -0.203
0.501 0.231 0.246
-0.447 -0.602 -0.391
-1.314 1.638 -0.270
-0.048 0.043 0.221
1.068 -1.856 0.097
0.645 -0.237 0.834
1.090 -0.105 0.197
-1.679 0.337 -1.144
0.458 -0.647 1.042
-0.403 0.413 -0.247
-0.314 0.612 -0.560

2S+1 = 2
⟨S²⟩ = 0.75
Net charge = -1
Frontier orbital gap (spin up / spin down) = 2.5 / 6.0 eV
E_tot = -52817.4341 eV


3.
DFT (the ωB97M-V functional and the def2-TZVPD basis) results for a single C3H2F4O3S molecule.

Atoms and positions in Å:
1 O -0.614 -0.204 2.467
2 C -0.546 0.523 1.485
3 C -0.416 -0.091 0.058
4 C -0.581 0.785 -1.163
5 F -1.860 0.811 -1.678
6 F 0.255 0.410 -2.147
7 F -0.278 1.989 -0.959
8 S 1.234 -0.961 -0.016
9 O 2.150 -0.005 0.358
10 O 1.347 -1.788 -1.150
11 F 0.984 -2.088 1.239
12 H -0.566 1.632 1.481
13 H -1.108 -1.012 0.025

Atomic forces in eV per Å
0.033 1.960 -2.155
-0.164 -1.258 0.892
-0.623 -3.445 1.000
-1.001 -1.823 -1.891
0.886 -0.782 0.714
-0.374 -0.773 -0.423
0.765 4.030 1.595
-3.490 -3.173 0.863
2.650 1.893 1.243
0.113 -0.197 -0.177
0.491 2.305 -1.983
0.016 -0.314 0.446
0.698 1.575 -0.125

Relative energy (zero: lowest compared OMol25 entry of this formula, charge and spin) = 0.241 eV
Net charge = 0
SMILES string = O=C[C@@H](C(F)(F)F)S(=O)(=O)F
Frontier orbital gap = 10.7 eV
E_tot = -30989.4604 eV


4.
DFT (the ωB97M-V functional and the def2-TZVPD basis) results for C6H11BrN as an isolated structure.

Atoms and positions in Å:
1 C 0.329 -2.246 -0.403
2 C 0.725 -1.176 -1.137
3 C 0.859 -1.697 0.906
4 C 1.325 -0.560 0.011
5 C -0.324 1.972 -0.855
6 C -1.498 0.538 0.722
7 N -0.267 1.196 0.356
8 Br 2.834 0.485 0.162
9 H -0.091 -3.202 -0.655
10 H 0.683 -0.896 -2.172
11 H 0.112 -1.443 1.653
12 H 1.658 -2.272 1.375
13 H -0.765 1.371 -1.649
14 H -0.943 2.865 -0.720
15 H 0.674 2.292 -1.145
16 H -1.622 -0.370 0.121
17 H -1.501 0.272 1.778
18 H -2.366 1.176 0.529
19 H 0.178 1.694 1.121

Atomic forces in eV per Å
-0.514 -0.822 0.366
0.833 1.016 0.316
0.456 -0.147 0.030
0.437 -1.250 -0.775
0.701 -0.371 -0.831
-0.054 -1.093 0.428
-2.540 2.459 0.195
0.069 0.388 0.106
-0.235 -0.105 -0.035
0.036 -0.072 -0.309
-0.101 -0.041 0.156
-0.035 -0.052 -0.005
-0.027 0.008 0.026
-0.067 -0.033 0.327
0.027 0.001 0.037
0.020 0.227 0.045
0.107 0.018 -0.083
0.200 0.258 -0.143
0.689 -0.390 0.151

2S+1 = 3
Relative energy (zero: lowest compared OMol25 entry of this formula, charge and spin) = 0.000 eV
⟨S²⟩ = 2.02
Net charge = +1
Frontier orbital gap (spin up / spin down) = 8.1 / 5.8 eV
E_tot = -77920.8276 eV


What did the fourth record say?
DFT (the ωB97M-V functional and the def2-TZVPD basis) results for C6H11BrN as an isolated structure.

Atoms and positions in Å:
1 C 0.329 -2.246 -0.403
2 C 0.725 -1.176 -1.137
3 C 0.859 -1.697 0.906
4 C 1.325 -0.560 0.011
5 C -0.324 1.972 -0.855
6 C -1.498 0.538 0.722
7 N -0.267 1.196 0.356
8 Br 2.834 0.485 0.162
9 H -0.091 -3.202 -0.655
10 H 0.683 -0.896 -2.172
11 H 0.112 -1.443 1.653
12 H 1.658 -2.272 1.375
13 H -0.765 1.371 -1.649
14 H -0.943 2.865 -0.720
15 H 0.674 2.292 -1.145
16 H -1.622 -0.370 0.121
17 H -1.501 0.272 1.778
18 H -2.366 1.176 0.529
19 H 0.178 1.694 1.121

Atomic forces in eV per Å
-0.514 -0.822 0.366
0.833 1.016 0.316
0.456 -0.147 0.030
0.437 -1.250 -0.775
0.701 -0.371 -0.831
-0.054 -1.093 0.428
-2.540 2.459 0.195
0.069 0.388 0.106
-0.235 -0.105 -0.035
0.036 -0.072 -0.309
-0.101 -0.041 0.156
-0.035 -0.052 -0.005
-0.027 0.008 0.026
-0.067 -0.033 0.327
0.027 0.001 0.037
0.020 0.227 0.045
0.107 0.018 -0.083
0.200 0.258 -0.143
0.689 -0.390 0.151

2S+1 = 3
Relative energy (zero: lowest compared OMol25 entry of this formula, charge and spin) = 0.000 eV
⟨S²⟩ = 2.02
Net charge = +1
Frontier orbital gap (spin up / spin down) = 8.1 / 5.8 eV
E_tot = -77920.8276 eV


Question: Which of these has the lowest E_tot?
Answer: C6H11BrN


Question: Among the records above, which one has the highest net charge?
Answer: C6H11BrN


Question: What is the formula in the first record?
Answer: C27H71ClN5O13